# 1
A molecular structure, C64H84BrFKN8O5P3Si. Source: the Open Molecules 2025 dataset; level of theory: wB97M-V/def2-TZVPD.

Each line ends with the Löwdin charge.
CARTESIAN COORDINATES (ANGSTROEM)
K 0.668 -0.532 -0.068  0.606
C 3.090 4.308 1.711  -0.133
C 2.047 4.611 0.637  -0.544
C 2.122 6.080 0.232  -0.119
P 2.019 3.346 -0.746  1.086
C 3.553 3.636 -1.775  -0.571
C 3.354 2.901 -3.107  -0.127
C 4.779 3.018 -1.099  -0.129
C 0.731 4.172 -1.781  -0.393
C 1.080 5.163 -2.706  -0.136
C 0.133 5.781 -3.502  -0.103
C -1.199 5.407 -3.377  -0.107
C -1.549 4.439 -2.454  -0.131
C -0.616 3.800 -1.624  -0.344
Si -1.176 2.508 -0.258  0.700
C -1.884 3.889 0.969  -0.315
C -1.795 5.264 0.693  -0.105
C -2.234 6.242 1.572  -0.104
C -2.809 5.882 2.782  -0.113
C -2.908 4.536 3.091  -0.122
C -2.450 3.548 2.218  -0.404
P -2.451 1.774 2.728  1.094
C -4.101 1.615 3.576  -0.597
C -5.226 1.770 2.559  -0.134
C -4.207 0.255 4.262  -0.143
C -1.262 1.875 4.178  -0.536
C -1.754 2.376 5.536  -0.123
C -0.044 2.693 3.734  -0.139
C -2.846 1.974 -1.118  -0.301
C -4.045 2.607 -0.778  -0.134
C -5.282 2.216 -1.270  -0.114
C -5.352 1.147 -2.144  -0.108
C -4.178 0.524 -2.539  -0.113
C -2.927 0.923 -2.070  -0.348
P -1.375 0.095 -2.645  1.105
C -0.734 1.326 -3.901  -0.525
C -1.713 2.083 -4.798  -0.108
C 0.416 0.711 -4.698  -0.119
C -1.904 -1.324 -3.769  -0.519
C -2.631 -1.057 -5.095  -0.118
C -2.576 -2.448 -2.974  -0.120
H 2.835 4.824 2.641  0.074
H 4.082 4.653 1.408  0.062
H 3.157 3.243 1.928  0.041
H 1.059 4.434 1.085  0.079
H 3.033 6.288 -0.336  0.067
H 2.137 6.716 1.123  0.071
H 1.269 6.376 -0.376  0.058
H 3.742 4.701 -1.949  0.082
H 3.125 1.849 -2.912  0.070
H 4.274 2.941 -3.698  0.074
H 2.542 3.312 -3.706  0.054
H 4.647 1.939 -1.009  0.068
H 4.980 3.425 -0.107  0.047
H 5.665 3.189 -1.717  0.071
H 2.115 5.462 -2.813  0.085
H 0.431 6.543 -4.213  0.088
H -1.959 5.869 -3.998  0.093
H -2.594 4.160 -2.364  0.095
H -1.362 5.590 -0.245  0.081
H -2.132 7.288 1.303  0.089
H -3.171 6.634 3.474  0.086
H -3.351 4.249 4.039  0.083
H -4.212 2.408 4.325  0.076
H -5.119 1.046 1.750  0.075
H -5.232 2.765 2.114  0.060
H -6.196 1.606 3.040  0.069
H -4.323 -0.534 3.518  0.068
H -5.084 0.232 4.919  0.070
H -3.329 0.005 4.858  0.047
H -0.940 0.836 4.299  0.068
H -1.821 3.466 5.551  0.062
H -1.043 2.087 6.316  0.073
H -2.728 1.974 5.815  0.049
H -0.244 3.761 3.853  0.076
H 0.189 2.530 2.680  0.039
H 0.840 2.441 4.327  0.070
H -4.011 3.439 -0.085  0.083
H -6.182 2.733 -0.955  0.090
H -6.307 0.800 -2.525  0.087
H -4.254 -0.303 -3.227  0.064
H -0.275 2.066 -3.241  0.065
H -1.979 1.508 -5.688  0.052
H -1.253 3.017 -5.134  0.067
H -2.635 2.342 -4.275  0.064
H 0.055 0.008 -5.455  0.057
H 1.111 0.185 -4.041  0.051
H 0.968 1.497 -5.222  0.072
H -0.911 -1.706 -4.043  0.085
H -3.517 -0.433 -4.998  0.057
H -2.942 -2.010 -5.537  0.066
H -1.974 -0.568 -5.813  0.044
H -3.498 -2.135 -2.483  0.071
H -1.915 -2.809 -2.190  0.035
H -2.808 -3.288 -3.641  0.070
C -2.831 -6.939 -1.647  -0.042
C -2.026 -7.316 -0.405  -0.314
C -1.153 -8.522 -0.725  -0.156
C -0.116 -8.773 0.354  -0.135
C 0.749 -7.556 0.486  -0.153
C 2.103 -7.631 0.722  0.039
C 2.845 -6.465 0.877  -0.256
F 4.178 -6.589 1.087  0.047
C 2.266 -5.229 0.843  0.087
C 0.888 -5.137 0.611  -0.038
C 0.264 -3.791 0.617  -0.321
O 0.950 -2.800 0.842  -0.039
C -1.166 -3.782 0.392  -0.039
C -1.799 -4.952 0.148  -0.001
N -1.210 -6.179 0.061  0.022
C 0.139 -6.292 0.378  -0.087
C -2.002 -2.501 0.320  -0.654
O -3.205 -2.624 0.668  -0.060
O -1.418 -1.503 -0.115  -0.176
H -3.309 -7.834 -2.049  0.081
H -2.166 -6.529 -2.408  0.085
H -3.611 -6.207 -1.448  0.074
H -2.718 -7.587 0.404  0.150
H -0.647 -8.348 -1.679  0.127
H -1.810 -9.385 -0.855  0.117
H 0.492 -9.649 0.124  0.114
H -0.623 -8.970 1.306  0.126
H 2.598 -8.591 0.797  0.122
H 2.832 -4.318 0.980  0.125
H -2.866 -4.914 -0.027  0.131
Br 5.065 -3.474 -3.348  0.743
C 3.213 -3.805 -3.034  -0.594
C 2.754 -5.052 -3.439  -0.159
C 1.416 -5.377 -3.291  -0.098
C 0.545 -4.438 -2.755  -0.080
C 1.023 -3.198 -2.366  -0.025
C 2.371 -2.852 -2.478  -0.125
C 2.816 -1.470 -1.954  -0.680
O 3.966 -1.402 -1.491  -0.068
O 1.935 -0.586 -2.014  -0.196
H 3.450 -5.758 -3.873  0.081
H 1.061 -6.353 -3.602  0.090
H -0.508 -4.665 -2.634  0.085
H 0.331 -2.480 -1.936  0.087
C 3.355 -1.781 2.589  -0.162
C 4.378 -1.453 3.708  -0.163
N 4.667 -0.016 3.738  -0.163
C 3.426 0.698 4.064  -0.161
C 2.303 0.302 3.071  -0.165
N 2.848 -0.541 2.015  -0.168
C 3.952 0.168 1.369  -0.154
C 5.093 0.397 2.392  -0.152
H 2.510 -2.360 2.966  0.092
H 3.817 -2.350 1.780  0.114
H 5.319 -1.990 3.557  0.106
H 3.992 -1.734 4.693  0.105
H 3.638 1.770 4.023  0.103
H 3.148 0.458 5.095  0.107
H 1.865 1.176 2.593  0.087
H 1.495 -0.240 3.570  0.096
H 3.550 1.112 0.999  0.085
H 4.275 -0.401 0.496  0.096
H 5.390 1.449 2.434  0.104
H 5.980 -0.185 2.130  0.110
N -3.107 -3.597 3.310  0.129
N -1.825 -3.239 3.716  -0.282
N -0.962 -4.116 4.179  0.103
C 0.048 -3.318 4.515  -0.243
N -0.207 -2.035 4.264  0.027
N -1.423 -2.004 3.746  0.096
H -3.255 -3.212 2.350  0.051
H -3.065 -4.610 3.239  0.077
H 0.970 -3.679 4.934  0.093

Frontier orbital gap, Ha: 0.161
Net charge: -2
Electronic energy, eV: -214722.4786
Lowest unoccupied orbital energy, Eh: 0.1225

# 2
9 unconnected molecules or ions with the total composition C64H92BClN12O2P. Source: the Open Molecules 2025 dataset; level of theory: wB97M-V/def2-TZVPD.

Each line ends with the Löwdin charge.
CARTESIAN COORDINATES (ANGSTROEM)
C 2.885 -2.683 -7.217  -0.123
C 2.539 -3.750 -6.152  -0.248
C 1.477 -4.688 -6.745  -0.220
C 1.044 -5.806 -5.790  -0.195
C 0.284 -5.252 -4.571  -0.216
C -1.135 -4.793 -4.911  -0.190
C -1.967 -4.303 -3.707  -0.171
C -1.147 -3.676 -2.573  -0.155
C -0.556 -2.296 -2.919  -0.240
C -1.733 -1.317 -3.216  -0.309
P -2.000 -0.961 -5.009  0.833
N -0.871 -1.545 -5.954  -0.256
C -1.614 -0.046 -2.370  -0.365
N -2.160 -0.221 -1.019  0.083
C -0.204 0.583 -2.346  -0.098
B -0.095 1.567 -3.611  -0.491
O -0.713 2.783 -3.486  0.164
C 0.610 1.252 -4.981  -0.162
C 0.061 2.114 -6.135  -0.090
N 0.908 -0.438 -2.291  0.002
C 2.024 0.175 -1.502  -0.570
Cl 1.959 -0.249 0.231  0.818
C 3.420 -0.082 -2.118  -0.221
C 3.993 1.180 -2.800  -0.063
C 0.428 -1.774 -1.828  -0.227
C 1.535 -2.846 -1.670  -0.125
C 1.297 -3.717 -0.387  -0.162
C 2.671 -4.058 0.287  -0.164
C 3.007 -3.165 1.495  -0.247
N 3.517 -3.952 2.641  0.026
C 4.590 -3.288 3.334  -0.520
C 4.546 -1.773 3.600  -0.005
O 5.506 -3.895 3.739  0.134
H 3.218 -1.746 -6.767  0.048
H 3.659 -3.025 -7.900  0.061
H 2.005 -2.439 -7.818  0.067
H 2.164 -3.214 -5.276  0.076
H 3.457 -4.300 -5.938  0.110
H 1.928 -5.148 -7.629  0.118
H 0.634 -4.081 -7.081  0.094
H 0.400 -6.555 -6.259  0.112
H 1.949 -6.313 -5.445  0.111
H 0.246 -6.059 -3.832  0.122
H 0.872 -4.412 -4.197  0.063
H -1.071 -4.082 -5.731  0.070
H -1.651 -5.667 -5.323  0.118
H -2.745 -3.638 -4.099  0.090
H -2.514 -5.164 -3.321  0.117
H -1.839 -3.525 -1.733  0.131
H -0.430 -4.424 -2.244  0.087
H 0.066 -2.429 -3.819  0.114
H -2.639 -1.820 -2.870  0.112
H -2.055 0.449 -5.181  0.017
H -3.273 -1.438 -5.404  0.018
H -1.323 -2.163 -6.624  -0.034
H -2.254 0.716 -2.848  0.104
H -2.173 0.681 -0.554  0.084
H -3.120 -0.548 -1.089  0.077
H -0.199 1.209 -1.451  0.146
H -0.631 3.139 -2.588  0.125
H 1.662 1.566 -4.854  0.107
H 0.651 0.185 -5.237  0.068
H -0.974 1.855 -6.370  0.061
H 0.642 1.934 -7.037  0.081
H 0.060 3.171 -5.885  0.078
H 1.296 -0.592 -3.231  0.170
H 1.952 1.257 -1.489  0.104
H 3.334 -0.847 -2.897  0.109
H 4.118 -0.476 -1.383  0.107
H 4.638 1.713 -2.104  0.086
H 4.624 0.854 -3.628  0.086
H 3.220 1.824 -3.219  0.063
H -0.110 -1.708 -0.886  0.122
H 1.528 -3.550 -2.502  0.100
H 2.548 -2.458 -1.569  0.088
H 0.727 -3.180 0.371  0.099
H 0.853 -4.679 -0.631  0.102
H 2.558 -5.067 0.690  0.107
H 3.474 -4.123 -0.448  0.114
H 2.126 -2.620 1.849  0.088
H 3.762 -2.446 1.178  0.090
H 2.772 -4.093 3.317  0.129
H 5.180 -1.558 4.453  0.082
H 3.525 -1.485 3.873  0.075
H 4.896 -1.221 2.729  0.075
N 2.413 2.775 3.493  0.067
C 1.930 3.540 4.472  -0.162
C 0.734 3.288 5.129  -0.092
C -0.006 2.183 4.742  -0.094
C 0.478 1.375 3.725  -0.073
C 1.688 1.715 3.139  -0.179
H 2.540 4.396 4.737  0.112
H 0.391 3.942 5.919  0.115
H -0.946 1.953 5.228  0.112
H -0.069 0.502 3.394  0.098
H 2.110 1.111 2.343  0.022
N -5.274 0.850 -2.446  0.041
C -4.919 2.136 -2.415  -0.166
C -5.707 3.141 -1.874  -0.058
C -6.935 2.792 -1.339  -0.093
C -7.326 1.463 -1.362  -0.087
C -6.463 0.536 -1.923  -0.150
H -3.949 2.365 -2.850  0.090
H -5.367 4.168 -1.874  0.106
H -7.582 3.544 -0.907  0.108
H -8.278 1.155 -0.953  0.112
H -6.726 -0.516 -1.962  0.105
N 5.709 -1.136 -8.245  0.055
C 7.030 -1.219 -8.084  -0.149
C 7.889 -0.135 -8.188  -0.071
C 7.347 1.105 -8.479  -0.080
C 5.977 1.213 -8.652  -0.075
C 5.208 0.066 -8.523  -0.161
H 7.411 -2.210 -7.862  0.105
H 8.954 -0.262 -8.045  0.103
H 7.984 1.977 -8.570  0.107
H 5.514 2.163 -8.881  0.101
H 4.130 0.103 -8.647  0.100
N -8.101 2.710 1.692  0.063
C -6.890 2.166 1.804  -0.157
C -6.172 2.121 2.988  -0.067
C -6.742 2.676 4.122  -0.077
C -8.000 3.249 4.027  -0.065
C -8.634 3.238 2.794  -0.142
H -6.487 1.749 0.892  0.075
H -5.192 1.663 3.021  0.098
H -6.214 2.663 5.068  0.107
H -8.479 3.693 4.888  0.105
H -9.621 3.672 2.673  0.107
N -4.773 -3.662 -7.605  0.055
C -6.029 -4.097 -7.516  -0.151
C -7.136 -3.261 -7.530  -0.067
C -6.927 -1.896 -7.637  -0.076
C -5.628 -1.424 -7.729  -0.077
C -4.593 -2.346 -7.711  -0.189
H -6.145 -5.172 -7.431  0.105
H -8.134 -3.670 -7.457  0.104
H -7.765 -1.210 -7.650  0.108
H -5.421 -0.365 -7.814  0.102
H -3.558 -2.026 -7.785  0.085
N 3.529 2.877 8.719  0.057
C 3.365 2.231 9.874  -0.156
C 2.402 1.257 10.083  -0.083
C 1.556 0.935 9.036  -0.074
C 1.706 1.596 7.827  -0.059
C 2.705 2.552 7.722  -0.146
H 4.046 2.518 10.669  0.107
H 2.317 0.764 11.042  0.105
H 0.789 0.182 9.161  0.102
H 1.065 1.374 6.988  0.078
H 2.864 3.093 6.799  0.081
N 2.030 8.160 10.580  0.050
C 3.346 8.230 10.780  -0.158
C 4.214 7.168 10.572  -0.072
C 3.686 5.965 10.135  -0.085
C 2.320 5.871 9.924  -0.080
C 1.542 6.994 10.159  -0.161
H 3.714 9.190 11.124  0.102
H 5.275 7.282 10.748  0.101
H 4.327 5.110 9.960  0.087
H 1.869 4.948 9.584  0.083
H 0.468 6.969 10.004  0.100
N -1.016 1.312 11.356  0.055
C -1.975 0.641 11.993  -0.156
C -2.258 0.795 13.341  -0.072
C -1.500 1.694 14.072  -0.077
C -0.497 2.401 13.430  -0.065
C -0.299 2.175 12.077  -0.161
H -2.542 -0.055 11.383  0.101
H -3.051 0.224 13.805  0.102
H -1.688 1.843 15.128  0.108
H 0.118 3.112 13.964  0.104
H 0.473 2.708 11.530  0.091

Frontier orbital gap, Ha: 0.304
Net charge: +1
Electronic energy, eV: -112317.0012
Lowest unoccupied orbital energy, Eh: -0.0856